[1]
# C10H10Cl2O4Yb

A molecular structure, C10H10Cl2O4Yb in a non-equilibrium geometry (ωB97M-V/def2-TZVPD, OMol25).

```
27
Properties=species:S:1:pos:R:3:forces:R:3
C 0.89717 -1.94197 0.83162 -0.981 -1.128 0.190
C 0.94175 -2.05716 -0.57278 -0.645 0.044 -0.687
C -0.39284 -2.02730 -1.06780 1.005 0.375 -0.988
H 1.82939 -2.19102 -1.15982 0.193 0.078 -0.239
C -1.26624 -1.86658 0.01510 0.413 -0.953 1.448
C -0.48054 -1.91959 1.20048 -0.304 -2.120 -0.890
H -0.91496 -2.12132 2.17244 0.267 0.334 -0.248
H 1.71698 -2.05121 1.51118 0.257 0.152 0.241
H -0.68208 -2.15084 -2.10347 0.093 0.254 0.015
H -2.33382 -1.97290 0.04920 -0.255 0.202 -0.297
Yb 0.14538 0.23385 0.12863 -1.029 -0.956 0.542
Cl 1.22215 2.06201 1.03129 1.229 1.747 0.079
C 0.10880 2.91091 -4.67620 -0.119 -1.519 -0.652
C -1.12362 2.26991 -5.02077 1.497 -0.721 -0.244
C -0.81238 1.03368 -5.67106 1.148 1.112 0.631
H -2.10265 2.66048 -4.85505 -0.533 0.220 0.099
C 0.61227 0.91083 -5.72893 -0.893 1.318 0.719
C 1.18154 2.07105 -5.11424 -1.652 -0.415 -0.141
H 2.22304 2.28681 -5.02997 0.562 0.120 0.068
H 0.21007 3.86450 -4.20874 0.057 0.520 0.261
H -1.51751 0.34054 -6.07317 -0.381 -0.373 -0.193
H 1.15397 0.11030 -6.18171 0.293 -0.432 -0.218
O 1.05062 -0.87380 4.13092 -0.022 -0.040 -0.681
Cl -0.11143 -0.09537 3.83043 -1.189 -1.360 -0.096
O -1.29042 -0.73773 4.39211 0.897 0.545 -0.866
O 0.02734 1.21994 4.28038 0.091 1.483 0.475
O -0.31540 -0.04910 2.32674 0.002 1.512 1.672
```
Forces are in eV/Å.

E   -2766.828286 Ha
Total charge   -1
LUMO (alpha / beta)   1.07 / 0.60 eV
Expectation value of S²   0.751
HOMO-LUMO gap (alpha / beta)   4.11 / 3.63 eV
2S+1   2
Relative energy (zero: lowest compared OMol25 entry of this formula, charge and spin)   0.409 eV

=====

[2]
# C22H40F2N4O15P3

3 unconnected molecules or ions with the total composition C22H40F2N4O15P3 in a non-equilibrium geometry (ωB97M-V/def2-TZVPD, OMol25).

```
86
Properties=species:S:1:pos:R:3:forces:R:3
C 2.36295 1.79508 -5.40680 0.982 -0.180 0.689
C 2.13796 0.24133 -5.70276 0.105 -0.952 -3.817
O 2.10279 -0.26409 -6.85604 0.037 2.080 4.951
O 1.97791 -0.67221 -4.57046 -1.382 0.998 -0.810
C 0.57536 -1.00864 -4.48009 -1.529 0.067 -1.159
C 0.15083 -2.26025 -5.42033 -0.736 -0.416 -1.600
C 0.85441 -3.63342 -5.18714 -2.050 0.619 -2.381
C 1.97287 -3.85529 -4.03619 -0.255 0.140 -0.468
O 1.46255 -4.87304 -3.09377 2.282 0.742 -1.162
N 0.12905 -4.61151 -2.96835 -2.157 1.278 2.165
O -0.15838 -4.27289 -1.86367 0.471 -1.017 -1.714
N 0.50647 -4.73719 -6.00085 0.438 3.367 1.960
N -0.43644 -4.55881 -6.91214 -2.055 2.105 -1.565
C -1.21618 -3.42215 -7.31882 3.005 2.078 2.890
P -2.51769 -3.52700 -8.69853 -5.020 -0.613 0.738
O -3.93975 -3.47105 -8.10879 3.530 0.038 -0.861
C -0.92243 -2.06607 -6.53268 2.525 -4.748 1.187
N -1.59555 -0.78163 -6.81359 -2.325 -0.606 -1.700
C -2.99248 -0.74826 -6.33652 -4.657 -2.149 2.831
O -3.59752 -1.68002 -5.76813 3.716 4.278 -2.655
F -3.72587 0.48601 -6.48172 3.126 -2.914 -0.215
C -1.44808 -0.34905 -8.21547 4.771 1.660 -4.024
O -0.31875 -0.23815 -8.76498 -5.861 -0.997 3.140
F -2.58247 -0.00341 -9.02916 2.183 -1.185 3.202
H 3.07366 1.89082 -4.49643 -1.246 -0.253 -1.418
H 1.41206 2.37368 -5.12760 1.193 -1.207 -0.471
H 2.87811 2.32279 -6.29851 -1.077 -1.246 1.335
H 0.20948 -1.26137 -3.42398 1.007 0.436 -1.331
H -0.04631 -0.10977 -4.87333 0.855 -1.526 0.869
H 2.98624 -4.16986 -4.48768 -1.859 0.133 0.714
H 2.15283 -2.90969 -3.41783 -0.456 -1.124 -1.195
H -0.66666 -5.42394 -7.45553 0.519 0.814 0.778
H -2.40186 -4.78008 -9.42782 0.942 0.811 0.585
H -2.40933 -2.47468 -9.67107 1.011 -0.466 0.602
O 3.51025 2.07908 1.38509 -2.598 2.598 2.533
P 2.25826 2.48981 0.60263 3.320 -4.819 -7.184
O 1.89738 0.94372 0.09054 -0.823 -0.055 0.971
C 1.90620 -0.14927 0.99857 0.037 -0.532 0.099
C 0.51948 -0.42495 1.54240 -0.149 0.022 0.012
O 3.05960 2.98256 -0.76327 -0.942 1.133 0.683
C 4.40885 3.43085 -0.68083 0.424 -0.015 0.156
C 5.37150 2.28524 -0.93787 0.092 -0.188 -0.314
O 0.84531 2.96002 -0.24116 0.806 1.652 2.720
C -0.44311 2.62897 0.24231 -0.546 -0.126 0.126
C -0.69995 3.15649 1.63684 -0.144 0.257 -0.041
H 2.60515 0.00430 1.82336 0.049 0.145 -0.153
H 2.25177 -1.02542 0.44200 0.065 0.099 -0.072
H 0.16074 0.42026 2.13525 -0.003 -0.074 0.072
H 0.51946 -1.31122 2.18114 0.026 0.065 -0.018
H -0.19416 -0.58547 0.72928 0.056 -0.055 0.053
H 4.59859 3.90801 0.28417 0.020 -0.195 -0.082
H 4.54794 4.20245 -1.44329 -0.204 -0.068 -0.007
H 5.11024 1.38524 -0.37774 -0.014 0.226 0.171
H 6.39410 2.57457 -0.68095 -0.088 -0.024 -0.041
H 5.35110 2.00544 -1.99899 0.042 0.101 0.135
H -0.59609 1.55091 0.17980 0.182 -0.057 0.122
H -1.16586 3.07789 -0.44553 0.244 0.118 -0.071
H 0.06826 2.82580 2.34212 -0.009 -0.172 0.051
H -1.67424 2.81832 1.99709 0.121 0.009 0.073
H -0.69101 4.24984 1.63877 -0.004 -0.096 -0.005
O -0.17895 0.78310 8.23790 -2.805 2.457 2.263
P -1.42436 1.15856 7.42696 3.325 -4.632 -7.002
O -1.79694 -0.38877 6.93165 -0.757 0.328 1.067
C -1.79888 -1.47287 7.85229 0.036 -0.558 0.116
C -3.18883 -1.73287 8.39984 -0.159 0.055 -0.049
O -0.61737 1.65120 6.06478 -0.897 1.039 0.682
C 0.73152 2.09784 6.15249 0.383 -0.094 0.176
C 1.69260 0.95019 5.89829 0.127 -0.174 -0.327
O -2.82760 1.67188 6.59182 0.962 1.399 2.781
C -4.12275 1.37099 7.07600 -0.567 -0.166 0.114
C -4.36215 1.89420 8.47519 -0.116 0.264 -0.020
H -1.09922 -1.31630 8.67596 0.057 0.165 -0.155
H -1.46025 -2.35703 7.30492 0.036 0.130 -0.078
H -3.54171 -0.87931 8.98441 0.012 -0.048 0.062
H -3.19480 -2.61274 9.04740 0.040 0.056 -0.033
H -3.90345 -1.89630 7.58855 0.076 -0.050 0.056
H 0.91825 2.57453 7.11843 0.022 -0.190 -0.082
H 0.87562 2.86972 5.39083 -0.203 -0.058 -0.024
H 1.42883 0.04948 6.45599 -0.033 0.234 0.170
H 2.71493 1.23748 6.15891 -0.079 -0.020 -0.048
H 1.67505 0.67150 4.83677 0.039 0.097 0.131
H -4.30407 0.29805 7.00536 0.174 -0.077 0.111
H -4.83508 1.84403 6.39373 0.250 0.086 -0.073
H -3.60117 1.53803 9.17571 -0.007 -0.155 0.036
H -5.34422 1.57883 8.83525 0.105 0.011 0.046
H -4.32453 2.98694 8.48563 -0.008 -0.094 0.001
```
Forces are in eV/Å.

E   -3433.054556 Ha
Total charge   +1
LUMO   -5.84 eV
HOMO-LUMO gap   5.49 eV

=====

[3]
# C9H36ClN18O13

10 unconnected molecules or ions with the total composition C9H36ClN18O13 in a non-equilibrium geometry (ωB97M-V/def2-TZVPD, OMol25).

```
77
Properties=species:S:1:pos:R:3:forces:R:3
Cl 0.14004 0.90485 -0.25070 -0.778 0.445 1.170
O -0.47503 0.29337 0.88599 -1.437 -0.931 0.172
O 0.41373 -0.03197 -1.27767 -0.213 -0.963 -1.153
O -0.71931 1.96805 -0.75781 -0.093 -0.096 -0.226
O 1.34614 1.43038 0.24126 2.346 1.629 -0.066
C -4.48108 -0.60928 -0.02605 0.079 -3.583 -1.664
O -5.34426 -1.09513 -0.66482 -3.937 -1.824 -3.233
N -3.33498 -1.20123 0.15127 4.331 -1.500 0.762
N -4.59104 0.44016 0.63949 -0.630 6.342 3.617
H -2.95931 -1.86663 -0.50919 -0.254 -0.113 0.327
H -2.68490 -0.67529 0.71774 0.697 -0.618 -0.327
H -5.46660 0.94229 0.60268 0.544 0.154 0.235
H -3.71911 0.73669 1.05410 -0.848 1.080 0.434
C 0.39409 -3.77399 1.14763 0.560 1.050 0.254
O 1.41857 -3.20808 1.36136 4.382 1.716 1.105
N 0.31866 -5.01638 0.93501 -0.500 -6.356 -0.946
N -0.69305 -3.09637 1.03334 -3.029 2.814 -0.387
H 1.05679 -5.66246 1.17554 -0.116 0.322 -0.065
H -0.56906 -5.37988 0.61892 -0.108 -0.505 0.072
H -0.42943 -2.13377 0.87842 -1.022 0.477 0.118
H -1.60091 -3.51434 0.88780 -0.238 0.213 -0.134
C 4.60128 3.24774 -1.14376 -0.910 -1.160 0.577
O 5.49040 3.26338 -1.90784 3.642 1.108 -6.593
N 3.32368 3.23868 -1.38405 -3.451 0.922 -2.822
N 4.98845 3.06403 0.04046 0.618 -0.557 7.014
H 2.55662 2.82569 -0.87301 0.358 -0.150 0.455
H 3.22013 3.29759 -2.38700 -0.694 -0.066 0.085
H 4.30181 2.91262 0.76551 0.706 -0.199 0.488
H 5.98121 2.87911 0.05844 -0.416 -0.083 0.930
C 0.92762 -3.37946 -3.34828 0.562 1.767 -3.308
O 1.76321 -3.74753 -4.09886 3.723 -2.527 -3.208
N 0.85724 -3.67330 -2.13199 -1.253 -1.822 7.189
N 0.08989 -2.43796 -3.72757 -2.113 1.323 0.094
H 0.09059 -3.26813 -1.61413 0.181 -0.364 0.490
H 1.43866 -4.30702 -1.60241 -0.104 0.053 -0.606
H 0.18106 -2.08646 -4.67004 -0.506 0.217 0.607
H -0.42656 -2.11313 -2.92267 -0.691 1.216 -1.229
C 2.32243 -0.36278 3.42744 0.551 2.714 -0.654
O 2.55872 0.81011 3.68832 0.580 1.105 0.780
N 1.75068 -1.17904 4.27188 -1.466 -2.433 2.745
N 2.56379 -0.86734 2.25528 0.944 -0.725 -2.689
H 1.81617 -0.96624 5.25704 -0.466 -0.070 -0.421
H 1.19508 -1.93827 3.90450 0.227 -0.077 0.414
H 2.48914 -1.85466 2.05598 -0.153 0.220 -0.276
H 2.87620 -0.21653 1.54892 -0.061 -0.350 0.080
C -2.38569 -0.33613 -3.98532 -1.085 -0.542 0.714
O -2.75953 -1.08134 -4.84523 -1.112 -2.442 -0.802
N -2.68672 -0.22676 -2.68745 -2.257 -2.401 2.608
N -1.62069 0.65106 -4.24333 3.995 4.753 -2.208
H -3.20974 -1.00891 -2.32030 -0.283 0.263 0.012
H -2.07443 0.19423 -2.00337 0.227 0.016 -0.419
H -1.25894 0.71560 -5.18412 -0.192 0.426 0.267
H -1.74421 1.45664 -3.64676 0.712 0.109 -0.465
C -1.20000 5.65057 0.87581 1.171 1.476 -0.041
O -1.17040 6.78570 1.37726 -0.262 -1.028 -0.375
N -0.27650 5.09723 0.09775 2.167 -0.463 -1.348
N -2.19281 4.77597 0.96721 -2.754 0.720 1.457
H -0.49067 4.13763 -0.13331 0.948 0.046 -0.377
H 0.64467 5.47238 -0.07776 -0.366 -0.065 0.281
H -2.95486 5.25838 1.42181 -0.522 -1.190 0.035
H -2.19595 3.84290 0.58061 -0.256 0.328 0.337
C -3.41201 1.35040 3.69851 3.018 -0.107 -0.580
O -2.90244 2.43993 3.73706 0.285 1.684 -0.267
N -4.50237 0.95852 4.22185 -6.149 0.470 3.091
N -2.88176 0.24205 3.20691 2.963 -0.992 -2.081
H -4.63912 -0.04016 4.28536 -0.818 0.728 0.628
H -5.01271 1.66491 4.73240 -0.368 -0.655 0.108
H -1.93245 0.35524 2.88120 0.055 -0.914 -0.275
H -3.46869 -0.57990 3.20242 1.217 -0.245 -0.619
C 4.27248 -1.46035 -0.98181 0.516 -0.431 2.335
O 4.95696 -1.77978 -0.01338 1.003 0.052 -0.409
N 4.20123 -0.25217 -1.54070 1.005 2.581 -0.792
N 3.41292 -2.26106 -1.53698 -1.307 -2.189 -0.775
H 5.01902 0.31682 -1.37470 -0.681 0.531 0.216
H 3.27044 0.13004 -1.62817 0.374 0.435 -0.116
H 3.44553 -3.20787 -1.18686 -0.816 0.252 -0.285
H 2.77216 -1.85409 -2.20324 0.025 -1.018 -0.064
```
Forces are in eV/Å.

E   -2788.402974 Ha
Total charge   -2
LUMO (alpha / beta)   4.14 / 4.09 eV
Expectation value of S²   0.750
HOMO-LUMO gap (alpha / beta)   2.49 / 8.67 eV
2S+1   2
Relative energy (zero: lowest compared OMol25 entry of this formula, charge and spin)   1.324 eV